[1]
C28H51GeMoN2OS3Si5 as an isolated structure, computed with ωB97M-V with the def2-TZVPD basis set.

Geometry (Å):
Mo -0.236 0.218 0.253
S 2.098 2.386 3.575
C 1.290 1.629 2.411
S -0.439 1.517 2.197
S 2.133 0.801 1.046
N 3.185 4.058 -0.655
C 2.150 4.218 0.157
N 2.165 5.142 1.109
O 1.093 3.497 0.072
H 3.997 4.649 -0.590
H 3.122 3.397 -1.418
H 2.956 5.742 1.270
H 1.373 5.201 1.728
C 3.263 2.092 -4.662
C 2.202 2.985 -4.618
C 1.356 3.003 -3.517
C 1.556 2.128 -2.442
C 2.625 1.228 -2.515
C 3.476 1.209 -3.610
Si 0.390 2.256 -0.996
C -0.855 0.301 -1.743
C -1.853 0.830 -2.556
C -2.061 0.274 -3.809
C -1.292 -0.803 -4.248
C -0.304 -1.338 -3.436
C -0.087 -0.766 -2.187
H 3.924 2.079 -5.520
H 2.031 3.666 -5.441
H 0.528 3.703 -3.499
H 2.799 0.525 -1.705
H 4.299 0.507 -3.649
H -0.779 3.069 -1.379
H -2.461 1.659 -2.218
H -2.834 0.677 -4.452
H -1.466 -1.222 -5.230
H 0.306 -2.165 -3.776
H 0.722 -1.164 -1.558
C -1.551 -3.169 0.108
Si -2.992 -2.067 0.554
C -3.514 -2.403 2.304
C -4.338 -2.187 -0.712
Ge 1.492 -1.421 1.200
Si 3.215 -2.585 -0.086
C 2.735 -2.769 -1.882
C 4.769 -1.573 0.126
C 3.349 -4.266 0.708
Si 1.291 -2.067 3.547
C 0.788 -3.865 3.482
C 0.030 -1.081 4.497
C 3.029 -1.809 4.178
H -1.954 -4.184 0.015
H -0.803 -3.208 0.905
H -1.068 -2.938 -0.843
H -4.131 -3.305 2.335
H -4.103 -1.582 2.714
H -2.655 -2.561 2.960
H -4.581 -3.232 -0.917
H -4.050 -1.717 -1.654
H -5.243 -1.692 -0.352
H 2.661 -1.824 -2.425
H 1.790 -3.308 -1.987
H 3.506 -3.366 -2.378
H 4.669 -0.553 -0.249
H 5.584 -2.053 -0.423
H 5.063 -1.514 1.176
H 2.407 -4.815 0.671
H 3.677 -4.209 1.748
H 4.091 -4.856 0.161
H -0.238 -3.987 3.129
H 0.834 -4.279 4.494
H 1.445 -4.468 2.855
H -0.952 -1.094 4.022
H 0.329 -0.043 4.649
H -0.072 -1.541 5.485
H 3.753 -2.435 3.653
H 3.069 -2.075 5.238
H 3.342 -0.768 4.083
C -3.091 3.717 0.698
Si -4.273 2.279 0.693
C -5.213 2.068 2.278
C -5.353 2.225 -0.818
C -3.124 0.760 0.606
C -2.396 -0.237 0.550
H -3.662 4.648 0.744
H -2.485 3.745 -0.211
H -2.424 3.691 1.560
H -5.911 2.900 2.402
H -4.547 2.061 3.143
H -5.800 1.148 2.281
H -5.863 3.184 -0.941
H -6.119 1.452 -0.736
H -4.780 2.040 -1.727

The total energy comes out at -165148.15822 eV. The charge is +2. Its multiplicity is 2. The gap between HOMO and LUMO (spin up / spin down) comes out at 6.73 / 7.09 eV. The value obtained for the HOMO energy (spin up / spin down) is -13.25 / -13.41 eV. Its LUMO energy (spin up / spin down) is -6.5 / -6.3 eV.

---

[2]
A 11-piece molecular cluster, C28H51N5O18 overall in a non-equilibrium geometry, computed with ωB97M-V with the def2-TZVPD basis set.

Geometry (Å):
C -0.618 5.373 -5.596
O 0.221 4.865 -4.541
C 0.003 3.690 -4.024
O -1.004 2.962 -4.187
O 1.061 3.391 -3.286
C 1.293 2.033 -3.012
H -1.102 4.620 -6.218
H 0.092 5.932 -6.206
H -1.387 5.990 -5.131
H 2.247 1.939 -2.493
H 1.350 1.411 -3.905
H 0.427 1.553 -2.555
C -5.149 -3.102 3.420
O -4.988 -2.366 2.207
C -5.158 -1.053 2.154
O -5.624 -0.329 3.059
O -4.776 -0.606 0.966
C -4.663 0.797 0.798
H -4.726 -2.640 4.312
H -4.787 -4.127 3.346
H -6.201 -3.220 3.678
H -4.014 1.289 1.523
H -5.536 1.421 0.990
H -4.367 1.095 -0.208
C 4.086 -3.219 1.301
O 4.596 -1.910 1.540
C 5.707 -1.688 2.319
O 6.141 -0.522 2.579
O 6.452 -2.833 2.670
C 7.530 -2.737 3.644
H 3.126 -3.221 0.784
H 4.050 -3.860 2.181
H 4.792 -3.684 0.612
H 8.340 -2.120 3.255
H 7.991 -3.691 3.899
H 7.129 -2.294 4.556
C 1.839 0.767 3.953
O 0.890 -0.178 4.446
C 1.281 -1.411 4.641
O 2.455 -1.820 4.590
O 0.232 -2.101 4.925
C 0.398 -3.453 5.270
H 1.640 1.756 4.365
H 1.768 0.922 2.877
H 2.845 0.571 4.322
H -0.422 -3.839 5.876
H 1.269 -3.736 5.861
H 0.292 -4.022 4.346
C 0.688 3.916 1.220
O 1.493 2.974 0.504
C 2.661 2.521 0.967
O 3.263 2.879 2.011
O 3.135 1.492 0.100
C 4.401 0.958 0.288
H 0.964 4.002 2.271
H -0.355 3.602 1.167
H 0.682 4.906 0.764
H 4.625 0.767 1.337
H 5.127 1.699 -0.048
H 4.561 0.089 -0.351
C -1.945 1.301 -1.360
O -1.142 0.873 -0.242
C -0.217 -0.036 -0.357
O -0.016 -0.654 -1.428
O 0.454 -0.267 0.788
C 1.563 -1.138 0.764
H -1.354 1.889 -2.062
H -2.654 1.936 -0.829
H -2.408 0.474 -1.899
H 1.209 -2.117 0.441
H 2.052 -1.082 1.736
H 2.320 -0.755 0.079
C -5.273 5.572 0.468
C -4.170 4.639 0.584
N -3.319 3.875 0.707
H -6.232 5.089 0.651
H -5.282 5.857 -0.584
H -5.176 6.427 1.137
C -2.454 -3.103 -0.150
C -1.976 -3.434 1.192
N -1.595 -3.647 2.239
H -3.348 -2.479 -0.162
H -2.749 -4.024 -0.653
H -1.625 -2.785 -0.783
C -2.712 -3.315 -4.183
C -3.376 -2.134 -3.566
N -3.913 -1.180 -3.099
H -2.618 -4.106 -3.439
H -1.801 -3.068 -4.727
H -3.347 -3.753 -4.953
C -3.025 0.968 -5.280
C -2.255 -0.106 -5.888
N -1.636 -0.960 -6.326
H -2.808 1.054 -4.216
H -4.089 0.831 -5.472
H -2.723 1.879 -5.797
C 3.081 -1.728 -2.415
C 4.403 -1.976 -1.892
N 5.457 -2.164 -1.452
H 2.946 -0.662 -2.235
H 2.388 -2.451 -1.987
H 3.103 -1.939 -3.484

The total energy comes out at -74164.64780 eV. The SMILES is COC(=O)OC.COC(=O)OC.COC(=O)OC.COC(=O)OC.COC(=O)OC.COC(=O)OC.CC#N.CC#N.CC#N.CC#N.CC#N. The charge is 0. The gap between HOMO and LUMO comes out at 10.41 eV. The value obtained for the HOMO energy is -10.16 eV. Its LUMO energy is 0.2 eV.

---

[3]
A 10-piece molecular cluster, C28H52Br8O18 overall in a non-equilibrium geometry, computed with ωB97M-V with the def2-TZVPD basis set.

Geometry (Å):
C 0.507 3.996 4.395
C 0.863 3.340 3.029
C -0.286 3.383 2.036
O 0.303 4.147 0.993
C 1.457 4.695 1.241
O 2.048 5.405 0.468
O 1.778 4.288 2.511
H -0.232 3.368 4.893
H 0.088 4.999 4.322
H 1.409 3.934 5.003
H 1.206 2.308 3.110
H -1.215 3.903 2.267
H -0.587 2.363 1.796
C -5.242 -4.043 -0.461
C -4.598 -5.246 -1.274
C -3.966 -4.830 -2.566
O -2.619 -4.975 -2.375
C -2.339 -5.281 -1.154
O -1.201 -5.296 -0.703
O -3.449 -5.624 -0.533
H -5.794 -4.209 0.463
H -6.097 -3.533 -0.905
H -4.551 -3.249 -0.178
H -5.278 -6.076 -1.468
H -4.253 -3.782 -2.661
H -4.166 -5.369 -3.492
C -5.253 -4.059 6.240
O -4.058 -4.365 5.526
C -4.105 -4.406 4.217
O -5.060 -3.945 3.475
O -2.938 -4.973 3.814
C -2.776 -5.410 2.440
H -5.450 -2.988 6.291
H -5.221 -4.436 7.263
H -6.132 -4.551 5.824
H -1.790 -5.868 2.356
H -2.758 -4.658 1.651
H -3.530 -6.182 2.285
C 5.614 3.820 -1.680
O 6.891 3.812 -1.065
C 7.947 3.518 -1.853
O 7.957 3.391 -3.067
O 9.101 3.540 -1.103
C 10.328 3.041 -1.725
H 5.178 2.830 -1.549
H 5.628 3.985 -2.758
H 5.070 4.638 -1.208
H 10.487 3.360 -2.755
H 10.144 1.987 -1.933
H 11.161 3.183 -1.037
C 1.558 1.588 -0.661
O 1.011 0.248 -0.811
C -0.255 -0.046 -0.602
O -1.178 0.715 -0.294
O -0.416 -1.376 -0.702
C -1.663 -2.054 -0.342
H 2.637 1.548 -0.815
H 1.467 1.789 0.406
H 0.962 2.336 -1.183
H -2.461 -1.320 -0.230
H -1.587 -2.541 0.630
H -1.954 -2.615 -1.230
C -4.188 4.358 -5.510
O -3.428 3.745 -4.471
C -2.672 4.509 -3.615
O -2.403 5.690 -3.713
O -2.225 3.658 -2.674
C -1.432 4.047 -1.518
H -4.601 3.577 -6.149
H -3.540 5.050 -6.049
H -5.064 4.947 -5.238
H -0.380 3.785 -1.633
H -1.699 3.433 -0.658
H -1.476 5.124 -1.352
Br 1.844 -6.145 -5.136
C 1.521 -5.584 -3.291
C 0.772 -4.156 -3.375
Br 1.941 -2.515 -3.614
H 2.377 -5.546 -2.617
H 0.836 -6.344 -2.915
H 0.107 -3.942 -2.538
H 0.114 -4.169 -4.245
Br 4.398 1.912 1.347
C 5.895 3.079 2.244
C 5.256 4.073 3.219
Br 4.590 3.193 4.866
H 6.472 3.509 1.426
H 6.619 2.479 2.796
H 4.369 4.543 2.795
H 5.850 4.946 3.487
Br 4.029 -3.863 0.244
C 2.156 -3.291 0.641
C 2.170 -2.015 1.510
Br 0.501 -1.986 2.528
H 1.818 -4.067 1.329
H 1.564 -3.144 -0.262
H 2.309 -1.145 0.868
H 2.997 -2.065 2.217
Br -4.452 2.868 1.000
C -4.456 1.013 0.351
C -4.497 1.071 -1.200
Br -4.444 -0.806 -1.960
H -5.328 0.519 0.780
H -3.611 0.429 0.715
H -3.583 1.458 -1.651
H -5.370 1.620 -1.554

The total energy comes out at -627072.08926 eV. The SMILES is C[C@H]1COC(=O)O1.C[C@H]1COC(=O)O1.COC(=O)OC.COC(=O)OC.COC(=O)OC.COC(=O)OC.BrCCBr.BrCCBr.BrCCBr.BrCCBr. Its relative energy (zero: lowest compared OMol25 entry of this formula, charge and spin) is 4.219 eV. The charge is 0. The gap between HOMO and LUMO comes out at 10.10 eV. The value obtained for the HOMO energy is -9.88 eV. Its LUMO energy is 0.2 eV.